Entry 1:
Density functional theory data (ωB97M-V with the def2-TZVPD basis set) for 2 unconnected molecules or ions with the total composition C4H10N4O3 in a non-equilibrium geometry.

Each line ends with the Mulliken charge.
Positions of all 21 atoms, in Å:
C  3.08  -1.66  0.13  -0.3604
N  2.62  -0.48  0.02  -0.3462
O  1.65  -0.43  -0.96  -0.0255
C  1.11  0.83  -1.18  0.0001
N  1.02  1.84  -0.44  -0.3085
N  1.44  1.88  0.86  -0.3269
H  3.86  -1.83  0.87  0.2603
H  2.72  -2.50  -0.48  0.2792
H  0.68  0.84  -2.18  0.3474
H  2.27  1.31  1.04  0.2229
H  1.58  2.85  1.12  0.2376
C  -3.35  -0.53  -0.63  -0.9661
C  -2.03  0.01  -0.14  0.6772
O  -1.27  0.68  -0.79  -0.6228
N  -1.74  -0.27  1.17  -0.1527
O  -0.44  0.04  1.57  -0.4676
H  -3.17  -1.21  -1.48  0.2590
H  -3.95  0.32  -1.00  0.2702
H  -3.91  -1.04  0.15  0.3134
H  -2.04  -1.15  1.59  0.2448
H  -0.10  0.50  0.77  0.4647

Results
HOMO: -8.19 eV
energy relative to the best compared isomer or geometry (same formula, charge and spin): 150.3 kJ/mol
SMILES string: C=NO/C=N\N.CC(=O)NO
E: -16408.11799 eV



Entry 2:
Density functional theory data (ωB97M-V with the def2-TZVPD basis set) for 2 unconnected molecules or ions with the total composition C4H10N8 in a non-equilibrium geometry.

Each line ends with the Mulliken charge.
Positions of all 22 atoms, in Å:
C  -3.68  -0.43  -1.05  0.0520
C  -3.27  0.57  0.79  -0.0567
C  1.46  -1.45  0.37  0.5935
C  2.88  0.49  -0.30  0.5441
N  -4.70  0.32  -0.82  -0.4598
N  -1.53  -0.86  0.01  -0.7373
N  -4.48  0.91  0.35  0.1828
N  -2.73  -0.26  -0.09  0.2725
N  0.92  -2.49  0.54  -0.4020
N  3.73  -0.03  -1.23  -0.3828
N  1.91  -0.31  0.19  -0.3583
N  2.98  1.73  0.13  -0.2986
H  -3.35  -0.69  -2.04  0.3908
H  -2.96  0.91  1.68  0.5130
H  -5.20  1.58  0.76  0.2843
H  -0.76  -0.27  0.36  0.2467
H  0.95  -3.35  1.19  0.3589
H  4.25  -0.92  -1.28  0.2640
H  4.26  0.69  -1.82  0.2770
H  -1.58  -1.74  0.40  0.2476
H  3.75  2.24  -0.04  0.1913
H  2.22  2.20  0.72  0.2772

Results
HOMO: -17.69 eV
energy relative to the best compared isomer or geometry (same formula, charge and spin): 0.0 kJ/mol
E: -16212.69465 eV
total charge: +2



Entry 3:
Density functional theory data (ωB97M-V with the def2-TZVPD basis set) for a molecular structure, C4H10NO in a non-equilibrium geometry.

Each line ends with the Mulliken charge.
Positions of all 16 atoms, in Å:
C  -0.78  0.80  3.43  -0.3827
O  -1.75  1.23  4.33  -0.8776
C  -1.11  1.22  1.97  -0.7148
C  -0.12  -0.99  -2.79  -0.7712
C  1.11  -1.59  -2.72  -0.1342
N  2.39  -0.73  -2.57  -0.6504
H  0.27  1.07  3.63  0.1927
H  -1.02  -0.35  3.53  0.1828
H  -0.90  -1.37  -3.40  0.2847
H  -0.40  0.80  1.22  0.0951
H  -0.91  2.24  2.08  0.2411
H  -0.11  0.00  -2.52  0.3112
H  1.48  -2.53  -2.66  0.4362
H  1.53  -0.64  -1.90  0.2949
H  2.50  -0.12  -3.34  0.2239
H  -2.18  0.96  1.72  0.2683

Results
HOMO: -1.68 eV
energy relative to the best compared isomer or geometry (same formula, charge and spin): 522.4 kJ/mol
E: -7842.12212 eV
total charge: -1



Entry 4:
Density functional theory data (ωB97M-V with the def2-TZVPD basis set) for a molecular structure, C4H10NO in a non-equilibrium geometry.

Each line ends with the Mulliken spin population.
Positions of all 16 atoms, in Å:
C  -1.17  -1.28  0.13  -0.0231
N  -2.46  -0.89  -0.23  -0.0008
C  2.42  -0.20  -0.14  -0.0147
O  3.76  -0.24  -0.13  0.8737
C  -1.12  0.20  0.64  0.0717
C  -0.93  1.24  -0.50  0.0079
H  -0.53  -1.58  -0.71  -0.0398
H  -1.09  -1.96  0.98  0.0328
H  1.98  -1.05  0.41  0.0690
H  2.05  0.70  0.39  0.0757
H  1.94  -0.18  -1.13  -0.0066
H  -1.98  0.51  1.25  -0.0138
H  -0.26  0.26  1.32  -0.0168
H  -1.66  1.08  -1.27  -0.0135
H  0.07  1.15  -0.93  0.0011
H  -1.01  2.24  -0.08  -0.0025

Results
HOMO (spin up / spin down): -8.75 / -8.81 eV
energy relative to the best compared isomer or geometry (same formula, charge and spin): 494.2 kJ/mol
2S+1: 2
E: -7840.65542 eV



Entry 5:
Density functional theory data (ωB97M-V with the def2-TZVPD basis set) for a gas-phase ion, C4H10NO (charge +1) in a non-equilibrium geometry.

Each line ends with the Mulliken charge.
Positions of all 16 atoms, in Å:
C  2.05  0.00  -0.13  -1.3115
C  0.79  -0.72  -0.21  0.2853
O  0.19  -1.12  0.92  -0.4428
N  -0.47  -0.14  0.19  0.6252
C  -1.59  -0.65  -0.51  -0.9812
C  -0.68  1.17  0.77  -0.6448
H  2.51  -0.18  0.88  0.3210
H  1.92  1.06  -0.44  0.3709
H  2.74  -0.40  -0.87  0.3588
H  0.56  -1.36  -1.22  0.3852
H  -2.54  -0.03  -0.31  0.3360
H  -1.59  -0.41  -1.63  0.4125
H  -1.74  -1.70  -0.27  0.3700
H  -0.77  1.06  1.88  0.3242
H  0.23  1.88  0.69  0.2906
H  -1.58  1.55  0.25  0.3005

Results
HOMO: -16.66 eV
energy relative to the best compared isomer or geometry (same formula, charge and spin): 384.5 kJ/mol
SMILES string: C[C@H]1O[N+]1(C)C
E: -7837.33201 eV
total charge: +1



Entry 6:
Density functional theory data (ωB97M-V with the def2-TZVPD basis set) for 2 unconnected molecules or ions with the total composition C4H10NO in a non-equilibrium geometry.

Each line ends with the Mulliken charge.
Positions of all 16 atoms, in Å:
C  -1.90  -0.78  -0.01  -1.4182
C  -0.68  -0.05  -0.42  0.8377
C  -0.38  0.65  -1.49  -0.8870
C  -0.05  0.18  1.89  -0.1793
N  0.32  0.09  0.68  0.1332
H  -1.61  -1.73  0.45  0.4068
H  -2.42  -1.16  -0.90  0.3812
H  -2.70  -0.26  0.52  0.3771
H  0.55  1.19  -1.59  0.3042
H  -1.12  0.70  -2.28  0.2760
H  0.59  0.71  2.60  0.2808
H  -1.05  0.27  2.22  0.2948
H  1.28  0.18  0.27  0.2180
H  2.88  -0.68  -0.89  0.3344
H  3.61  0.46  -0.43  0.3127
O  2.69  0.23  -0.61  -0.6722

Results
HOMO: -14.47 eV
energy relative to the best compared isomer or geometry (same formula, charge and spin): 157.9 kJ/mol
E: -7839.68003 eV
total charge: +1



Entry 7:
Density functional theory data (ωB97M-V with the def2-TZVPD basis set) for 2 unconnected molecules or ions with the total composition C4H10NO in a non-equilibrium geometry.

Each line ends with the Mulliken charge.
Positions of all 16 atoms, in Å:
C  1.98  0.87  0.21  -1.1779
C  0.87  -0.08  -0.07  1.0214
C  0.93  -1.46  0.32  -1.3431
C  -2.93  0.45  -0.08  -0.2258
N  -0.21  0.30  -0.68  -0.3224
O  -2.41  -0.44  0.52  -0.4059
H  2.46  0.73  1.15  0.3689
H  1.73  1.96  0.11  0.3599
H  1.91  -1.79  0.69  0.3546
H  0.52  -2.11  -0.47  0.3930
H  0.11  -1.65  1.03  0.4041
H  -2.70  1.52  0.49  0.2942
H  -3.65  0.20  -0.84  0.3470
H  -0.35  1.29  -1.00  0.2905
H  -0.98  -0.38  -0.87  0.2881
H  2.71  0.59  -0.52  0.3534

Results
HOMO: -14.29 eV
energy relative to the best compared isomer or geometry (same formula, charge and spin): 171.2 kJ/mol
E: -7839.54237 eV
total charge: +1



Entry 8:
Density functional theory data (ωB97M-V with the def2-TZVPD basis set) for a molecular structure, C4H10NO in a non-equilibrium geometry.

Each line ends with the Mulliken charge.
Positions of all 16 atoms, in Å:
C  -3.59  0.21  -0.19  -0.7649
C  -2.40  0.02  0.37  0.2243
C  2.35  0.64  0.31  -0.8656
C  0.23  -0.61  0.10  -0.4770
N  1.22  0.14  -0.59  -0.0008
O  -1.33  0.45  -0.27  -0.4919
H  -4.43  -0.09  0.39  0.2839
H  -3.59  0.87  -1.03  0.2749
H  -2.18  -0.51  1.38  0.2041
H  1.93  1.57  0.98  0.3432
H  2.75  -0.17  1.04  0.3524
H  3.12  1.29  -0.22  0.3624
H  0.01  -1.57  -0.33  0.3432
H  -0.02  -0.21  1.07  0.4748
H  1.63  -0.41  -1.33  0.3598
H  0.77  1.04  -0.87  0.3770

Results
HOMO (spin up / spin down): -12.38 / -12.38 eV
energy relative to the best compared isomer or geometry (same formula, charge and spin): 480.7 kJ/mol
E: -7836.33506 eV
total charge: +1



Entry 9:
Density functional theory data (ωB97M-V with the def2-TZVPD basis set) for a gas-phase ion, C4H10NO (charge +1) in a non-equilibrium geometry.

Each line ends with the Mulliken charge.
Positions of all 16 atoms, in Å:
C  0.38  0.27  -1.51  -1.4272
C  -0.30  -0.16  -0.23  0.1884
N  -1.76  0.32  -0.10  -0.2882
C  0.50  0.17  1.03  -0.6790
C  1.67  -0.77  1.22  0.0096
O  1.74  -1.79  0.59  -0.4368
H  -0.27  0.17  -2.40  0.4103
H  0.56  1.34  -1.61  0.3661
H  1.27  -0.32  -1.65  0.3911
H  -0.47  -1.23  -0.32  0.2941
H  -1.93  1.33  -0.19  0.3436
H  -2.37  -0.15  -0.78  0.3798
H  -2.01  0.01  0.85  0.3667
H  0.84  1.20  1.15  0.3914
H  -0.18  0.06  1.89  0.3378
H  2.31  -0.46  2.07  0.3522

Results
HOMO: -14.11 eV
energy relative to the best compared isomer or geometry (same formula, charge and spin): 78.9 kJ/mol
SMILES string: C[C@H]([NH3+])CC=O
E: -7840.49941 eV
total charge: +1



Entry 10:
Density functional theory data (ωB97M-V with the def2-TZVPD basis set) for a gas-phase ion, C4H10NO (charge +1) in a non-equilibrium geometry.

Each line ends with the Mulliken charge.
Positions of all 16 atoms, in Å:
N  -2.04  0.11  1.14  -0.2646
C  -0.93  0.66  0.27  -0.6487
C  0.19  -0.33  0.17  -0.5227
C  1.31  0.27  -0.67  -0.7633
C  2.22  -0.80  -1.27  -0.0034
O  1.93  -1.95  -1.28  -0.4283
H  -1.81  0.29  2.12  0.3683
H  -2.95  0.55  0.98  0.3513
H  -2.15  -0.88  0.93  0.3519
H  -1.31  0.90  -0.72  0.3858
H  -0.66  1.59  0.77  0.3075
H  -0.23  -1.26  -0.23  0.4506
H  0.57  -0.64  1.15  0.3498
H  1.88  1.03  -0.13  0.4063
H  0.85  0.80  -1.52  0.3173
H  3.14  -0.35  -1.69  0.3421

Results
HOMO: -13.31 eV
energy relative to the best compared isomer or geometry (same formula, charge and spin): 69.6 kJ/mol
SMILES string: [NH3+]CCCC=O
E: -7840.59535 eV
total charge: +1